Entry from the Open Molecules 2025 dataset: a cluster of 2 separate species, C3H4N2O in total in a non-equilibrium geometry (wB97M-V/def2-TZVPD).

Last column: Löwdin charge in e.
Geometry (Å):
C1 -2.38107 -1.07672 -0.58971  -0.4071
C2 1.79561 0.87565 0.56912  -0.1823
C3 0.87571 0.32761 -0.39721  -0.1904
N1 -1.67944 -0.52321 0.19540  0.1711
N2 1.52034 -0.54682 0.22684  0.1019
O1 -2.92882 -1.47537 -1.53727  0.1648
H1 2.74637 1.10031 0.23201  0.0535
H2 1.45408 1.42337 1.35174  0.0464
H3 0.22618 0.80361 -1.18929  0.1326
H4 -1.62895 -0.90843 1.13838  0.1096

The SMILES is C1=NC1.N=C=O. As for the HOMO energy: -9.75 eV. The calculation puts the energy relative to the best compared isomer or geometry (same formula, charge and spin) at 338.31 kJ/mol. The value obtained for the LUMO energy is 0.62 eV. As for the frontier orbital gap: 10.3606 eV. Its net charge is 0.

Entry from the Open Molecules 2025 dataset: the ion C9H10ClN2O with charge +1 in a non-equilibrium geometry (wB97M-V/def2-TZVPD).

Last column: Löwdin charge in e.
Geometry (Å):
C1 -0.71767 -1.17783 2.92258  -0.0585
C2 0.52705 -0.68031 2.57274  -0.0591
C3 -1.77773 -1.09529 2.03465  -0.0496
C4 0.72778 -0.11135 1.32464  -0.0527
C5 -1.59065 -0.53180 0.78328  -0.0505
C6 -0.33984 -0.05059 0.44975  -0.1579
C7 0.68438 -0.79590 -2.75474  -0.0132
C8 -0.11258 0.53214 -1.09609  -0.4092
C9 -0.01703 2.05923 -1.06901  -0.4591
N1 -0.60026 -0.69472 -2.93177  0.1390
N2 1.06152 -0.09812 -1.70875  0.1839
O1 -1.17349 0.09993 -1.95628  0.0097
Cl1 -1.51586 2.70315 -0.33714  0.6691
H1 -0.86167 -1.63285 3.88988  0.1137
H2 1.34954 -0.74149 3.26811  0.1132
H3 -2.74898 -1.47921 2.30713  0.1151
H4 1.70016 0.26720 1.05626  0.1080
H5 -2.40324 -0.46500 0.07786  0.1140
H6 1.33790 -1.36950 -3.39085  0.1795
H7 0.06724 2.47207 -2.07625  0.0933
H8 0.82141 2.37887 -0.45010  0.0929
H9 -1.24002 -1.06701 -3.61955  0.2021
H10 1.98139 -0.05057 -1.30594  0.1763

The SMILES is ClC[C@]1(c2ccccc2)[NH+]=CNO1. As for the HOMO energy: -12.72 eV. The calculation puts the energy relative to the best compared isomer or geometry (same formula, charge and spin) at 91.01 kJ/mol. The value obtained for the LUMO energy is -3.69 eV. As for the frontier orbital gap: 9.0325 eV. Its net charge is +1.

Entry from the Open Molecules 2025 dataset: a cluster of 2 separate species, C15H15BCl2 in total in a non-equilibrium geometry (wB97M-V/def2-TZVPD).

Last column: Löwdin charge in e.
Geometry (Å):
Cl1 -6.65718 2.41249 -0.54425  0.6764
C1 -5.09246 1.91951 -0.05456  -0.6810
C2 -4.71544 1.98643 1.30082  -0.1019
C3 -3.46386 1.52445 1.64440  -0.0299
C4 -2.59965 1.04116 0.62428  -0.2177
C5 -1.31180 0.40374 0.88238  -0.0815
C6 -0.50197 -0.24383 0.00546  -0.0953
C7 0.56413 -1.19187 0.55191  -0.1415
C8 1.80758 -1.49175 -0.35153  -0.1951
C9 2.46234 -2.69822 -0.06644  -0.0635
C10 3.26576 -3.37676 -0.99493  -0.1040
C11 3.57488 -2.81095 -2.24101  -0.7210
Cl2 4.24151 -3.74364 -3.48208  0.7022
C12 3.02904 -1.53805 -2.48961  -0.1008
C13 2.23610 -0.84494 -1.54072  -0.0327
C14 -2.96321 1.05031 -0.73361  -0.0387
C15 -4.20116 1.54030 -1.07209  -0.1056
H1 -5.40001 2.38734 2.03524  0.1045
H2 -3.16121 1.47046 2.69283  0.1158
H3 -0.93144 0.48581 1.91905  0.1150
H4 -0.66307 -0.01248 -1.07139  0.1008
H5 0.00383 -2.15231 0.96426  0.1558
H6 2.44702 -3.06446 0.96483  0.1176
H7 3.73055 -4.29406 -0.67189  0.0992
H8 3.17925 -1.06139 -3.44766  0.0980
H9 1.96064 0.21167 -1.70163  0.1155
H10 -2.29399 0.55253 -1.44034  0.1021
H11 -4.42736 1.54251 -2.13183  0.1068
H12 0.70281 -0.85792 1.59602  0.1017
B1 3.88668 2.86245 2.27450  0.1046
H13 4.22710 1.92331 3.01226  -0.0355
H14 4.35705 2.89097 1.12498  -0.0307
H15 2.70755 3.17719 2.44234  -0.0394

The SMILES is Clc1ccc(/C=C/Cc2ccc(Cl)cc2)cc1.B. As for the HOMO energy: -8.15 eV. The calculation puts the energy relative to the best compared isomer or geometry (same formula, charge and spin) at 72.05 kJ/mol. The value obtained for the LUMO energy is -0.50 eV. As for the frontier orbital gap: 7.6472 eV. Its net charge is 0.

Entry from the Open Molecules 2025 dataset: a structure of composition C45H28N11O9RbSSe in a non-equilibrium geometry (wB97M-V/def2-TZVPD).

Last column: Löwdin charge in e.
Geometry (Å):
Rb1 -0.01146 2.12651 1.06173  0.7791
O1 1.51685 3.21342 -5.13146  -0.1149
C1 0.41509 2.58063 -5.29246  -0.4127
C2 -0.06501 2.32771 -6.60419  -0.0541
C3 -1.30015 1.71711 -6.79633  -0.1099
C4 -2.14923 1.36079 -5.69205  -0.1540
C5 -1.65325 1.48914 -4.41792  -0.1102
C6 -0.43549 2.14529 -4.20324  -0.0816
C7 -0.16394 2.43112 -2.75832  -0.4584
O2 -1.06415 2.29436 -1.89563  -0.0809
N1 1.11858 2.75163 -2.51795  0.0548
N2 1.41567 3.40695 -1.30971  0.0205
C8 2.45366 3.09732 -0.66756  -0.1960
C9 3.55269 2.15600 -0.87351  -0.1404
C10 4.04682 1.81385 -2.14534  -0.0484
C11 5.08708 0.86923 -2.33652  -0.1456
C12 5.73435 0.27672 -1.21312  -0.1187
C13 5.22992 0.66045 0.04914  -0.0529
C14 4.08887 1.48513 0.29645  -0.4414
O3 3.53595 1.64427 1.43541  -0.0980
H1 1.56140 2.99771 -3.44677  0.1045
H2 0.65690 2.49046 -7.39474  0.0916
H3 -1.64511 1.51719 -7.81389  0.0788
H4 -3.01873 0.75607 -5.80419  0.0630
H5 -2.21380 1.09008 -3.55582  0.1077
H6 2.51548 3.68660 0.21453  0.0924
H7 3.60664 2.13257 -3.05094  0.0818
H8 5.29792 0.52306 -3.35095  0.0802
H9 6.68962 -0.28185 -1.41797  0.1035
H10 5.47948 0.12392 0.92688  0.0798
Se1 6.05375 -4.06194 2.51600  1.0473
N3 5.36418 -3.43764 1.01908  -0.2480
C15 4.33790 -2.65371 1.33649  -0.3007
C16 3.43322 -1.97674 0.34265  -0.0929
C17 3.66364 -2.01775 -1.03359  -0.0219
C18 2.74682 -1.39759 -1.85909  -0.0141
C19 1.68430 -0.64910 -1.26133  -0.1065
N4 1.49453 -0.56407 0.01982  0.1276
C20 2.37538 -1.20961 0.79635  -0.1655
C21 2.24558 -1.03206 2.26876  -0.1443
N5 1.33127 -0.14997 2.70945  0.0855
C22 1.13427 0.06286 3.98430  -0.1228
C23 1.81364 -0.65770 4.95194  -0.0726
C24 2.84542 -1.46711 4.61375  0.0059
C25 3.01550 -1.70060 3.20026  -0.0858
C26 4.06931 -2.56532 2.71797  -0.3362
N6 4.91554 -3.21492 3.51733  -0.2739
H11 4.56639 -2.45936 -1.42511  0.1130
H12 2.84562 -1.55740 -2.93230  0.1126
H13 1.06759 -0.08883 -1.93483  0.1004
H14 0.35285 0.80374 4.21471  0.1033
H15 1.64978 -0.34155 6.02380  0.1220
H16 3.46605 -2.02618 5.29811  0.1042
N7 -2.07916 -4.04310 -2.52815  0.0884
C27 -1.09948 -4.52277 -3.44482  -0.2368
C28 -0.69093 -5.86798 -3.54763  -0.0533
C29 0.32010 -6.22563 -4.41500  -0.1194
C30 0.83836 -5.28935 -5.32817  -0.1073
C31 0.41730 -3.94729 -5.27817  -0.0974
C32 -0.63268 -3.57076 -4.41407  -0.4726
S1 -1.32641 -1.95809 -4.32939  0.9702
N8 -1.43914 -1.71387 -2.59926  -0.1823
C33 -1.88698 -2.73453 -1.91003  -0.2907
C34 -2.13488 -2.70105 -0.41838  -0.2146
C35 -1.89447 -1.55471 0.31568  -0.0035
C36 -2.28212 -1.49152 1.63784  -0.0137
C37 -2.76892 -2.70547 2.14335  -0.0443
C38 -2.78315 -3.86253 1.37976  -0.1494
N9 -2.58410 -3.85267 0.07954  0.0993
H17 -2.43668 -4.79335 -2.01075  0.0816
H18 -1.11454 -6.57022 -2.84067  0.1027
H19 0.70468 -7.25258 -4.24671  0.1047
H20 1.74063 -5.55805 -5.90454  0.0976
H21 0.93781 -3.17284 -5.81516  0.0970
H22 -1.47677 -0.74147 -0.27175  0.1045
H23 -2.20268 -0.64557 2.27214  0.0854
H24 -3.07481 -2.60080 3.18954  0.1117
H25 -3.08411 -4.78374 1.81688  0.0905
O4 -1.54604 2.49381 4.10259  -0.0386
C39 -2.65042 2.02951 4.33753  -0.7046
O5 -3.06033 0.87161 4.18743  -0.0192
C40 -3.70158 3.04387 4.87443  -0.0481
C41 -3.44036 4.40744 4.78335  0.0768
C42 -4.47294 5.30528 5.07127  -0.1047
C43 -5.69987 4.92833 5.61121  0.0737
C44 -5.88139 3.54560 5.66146  -0.1093
C45 -4.97185 2.59694 5.31289  0.0763
N10 -7.20345 3.09768 6.25449  -0.3455
O6 -7.96049 3.98802 6.62724  0.0415
O7 -7.50754 1.93481 6.20984  0.0871
N11 -4.20906 6.75192 4.82982  -0.3389
O8 -5.09276 7.53259 5.15505  0.0583
O9 -3.12526 7.07843 4.35850  0.0740
H26 -2.57054 4.83384 4.39521  0.1074
H27 -6.45417 5.59444 5.97015  0.1162
H28 -5.17395 1.60491 5.34737  0.0934

As for the HOMO energy: -2.32 eV. The calculation puts the energy relative to the best compared isomer or geometry (same formula, charge and spin) at 61.89 kJ/mol. The value obtained for the LUMO energy is 2.60 eV. As for the frontier orbital gap: 4.9231 eV. Its net charge is -2.

Entry from the Open Molecules 2025 dataset: a cluster of 3 separate species, CH7BrN3 in total in a non-equilibrium geometry (wB97M-V/def2-TZVPD).

Last column: Löwdin charge in e.
Geometry (Å):
C1 0.46720 -1.27920 0.80868  -0.0912
N1 0.30355 -2.37331 1.13616  0.1384
N2 -1.12422 -0.38427 -1.11249  -0.4231
N3 1.07646 1.67885 0.09759  0.3004
Br1 -2.32449 -0.06476 0.36031  0.5807
H1 -1.52342 -0.12570 -1.98011  0.0025
H2 -0.19004 -3.08254 1.53785  0.0595
H3 1.45604 1.75704 1.05780  0.1652
H4 -0.96192 -1.32560 -1.20934  -0.0488
H5 0.64606 0.79844 -0.16189  0.0127
H6 1.80934 1.93974 -0.49785  0.1186
H7 0.36543 2.46132 -0.03672  0.1850

As for the HOMO energy: -13.55 eV. The calculation puts the energy relative to the best compared isomer or geometry (same formula, charge and spin) at 201.19 kJ/mol. The value obtained for the LUMO energy is -3.64 eV. As for the frontier orbital gap: 9.9113 eV. Its net charge is +1.

Entry from the Open Molecules 2025 dataset: the molecule C2H7PS in a non-equilibrium geometry (wB97M-V/def2-TZVPD).

Last column: Löwdin charge in e.
Geometry (Å):
C1 -0.10864 -0.59217 -0.13763  -0.5177
C2 0.90914 0.71198 0.12302  -0.6623
P1 -1.87690 0.09785 0.23027  0.7491
S1 2.61312 0.13313 -0.00437  0.6428
H1 0.08456 -1.46952 0.44489  0.0333
H2 -0.19702 -0.85819 -1.16361  0.0176
H3 0.50730 1.37198 -0.80282  0.1051
H4 0.58828 1.14791 1.09193  0.0415
H5 -2.53809 -1.02601 0.66343  -0.1601
H6 -2.24939 0.00633 -1.14529  -0.1169
H7 2.88808 -0.05846 1.32412  -0.1323

The SMILES is PCCS. As for the HOMO energy: -8.98 eV. The calculation puts the energy relative to the best compared isomer or geometry (same formula, charge and spin) at 163.78 kJ/mol. The value obtained for the LUMO energy is 0.86 eV. As for the frontier orbital gap: 9.8482 eV. Its net charge is 0.

Entry from the Open Molecules 2025 dataset: a structure of composition C6H7NO3 in a non-equilibrium geometry (wB97M-V/def2-TZVPD).

Last column: Löwdin charge in e.
Geometry (Å):
C1 -1.07160 1.50663 -0.78284  -0.1161
C2 -1.90816 0.26989 -0.99496  -0.0776
C3 0.18048 1.34966 -0.37765  0.0965
C4 -1.81859 -0.80020 -0.19305  -0.1503
C5 1.14317 -0.99406 -0.48617  -0.5068
C6 0.37326 -0.40553 0.66148  -0.3110
N1 1.17369 -0.08379 1.69636  0.1114
O1 0.66422 -1.60658 -1.39257  0.1397
O2 2.43629 -0.61269 -0.49350  0.0989
O3 -0.98374 -0.89866 0.87274  -0.0023
H1 -1.61808 2.45323 -1.21388  0.1346
H2 -2.62869 0.26136 -1.78370  0.0921
H3 0.90991 2.01717 -0.19016  0.0356
H4 -2.28668 -1.75542 -0.15011  0.1232
H5 1.87923 -0.68643 2.06666  0.1059
H6 0.69212 0.46180 2.39034  0.1159
H7 2.86318 -0.47639 0.37103  0.1104

As for the HOMO energy: -8.37 eV. The calculation puts the energy relative to the best compared isomer or geometry (same formula, charge and spin) at 363.35 kJ/mol. The value obtained for the LUMO energy is 0.47 eV. As for the frontier orbital gap: 8.8358 eV. Its net charge is 0.

Entry from the Open Molecules 2025 dataset: the molecule C5H11ClN2 in a non-equilibrium geometry (wB97M-V/def2-TZVPD).

Last column: Löwdin charge in e.
Geometry (Å):
C1 0.47779 1.87224 0.20540  -0.3423
C2 0.05637 1.12074 -1.11892  -0.2077
C3 -1.22578 -0.37798 0.06582  -0.7507
C4 -1.31596 -1.41954 1.05738  -0.1399
C5 0.81132 -1.33063 -0.73737  -0.0260
N1 -0.46280 1.72185 1.24510  -0.0225
N2 -0.20559 -0.25249 -0.82254  -0.2072
Cl1 -2.72398 0.38332 -0.31835  0.7355
H1 1.43709 1.33384 0.64131  0.1241
H2 0.78554 2.86435 -0.09952  0.0916
H3 -0.88650 1.51065 -1.52783  0.0820
H4 0.78162 1.35073 -1.86216  0.1008
H5 -1.71353 -0.95076 2.00812  0.1081
H6 -0.36676 -1.91242 1.39806  0.0859
H7 -1.91100 -2.28063 0.57538  0.1150
H8 0.07299 -2.17651 -0.90311  0.1107
H9 1.35961 -1.32294 -1.68217  0.0890
H10 1.40608 -1.27394 0.21358  0.1082
H11 -1.33216 2.10352 1.08198  -0.0547

As for the HOMO energy (alpha / beta): -6.94 / -7.74 eV. The calculation puts the energy relative to the best compared isomer or geometry (same formula, charge and spin) at 360.68 kJ/mol. The value obtained for the LUMO energy (alpha / beta) is 0.42 / 0.59 eV. As for the frontier orbital gap (alpha / beta): 7.3636 / 8.3236 eV. Its net charge is 0.